No. 1
90
Properties=species:S:1:pos:R:3 method="wB97M-V/def2-TZVPD" total_charge=+1 lumo_ev=-3.19 mol_weight_g_mol=815.661 e_homo_ha=-0.3759
Bi -0.0469 0.1218 -0.4919
C -1.8581 1.7101 -0.3051
C -2.2558 0.7618 -1.3824
C -2.1066 -0.4606 0.6624
C -1.8486 0.9702 0.9589
C -2.3932 -0.5978 -0.7813
C -1.8799 3.2054 -0.4465
H -1.5510 3.5849 -1.4378
H -1.2744 3.7510 0.3033
H -2.9231 3.5730 -0.3146
C -1.8047 1.5512 2.3023
H -1.6014 2.6321 2.3255
H -1.0654 1.0790 2.9773
H -2.7819 1.4087 2.7957
C -2.2978 -1.5333 1.6763
H -3.3751 -1.6315 1.9225
H -1.7822 -1.3267 2.6298
H -1.9593 -2.5461 1.3667
C -3.2203 -1.7286 -1.2607
H -4.2778 -1.4873 -1.0223
H -3.0274 -2.6856 -0.7356
H -3.2197 -1.9737 -2.3422
C -3.0193 1.2701 -2.4989
H -3.9628 1.6860 -2.0864
H -3.3396 0.5178 -3.2297
H -2.5598 2.1178 -3.0452
C 1.4109 0.5223 -3.8529
C 0.3764 1.4069 -4.0059
C -0.1988 1.7408 -5.3373
C -1.0750 0.5889 -5.8954
C -1.1230 -0.6280 -5.0125
C -0.0817 -1.4808 -4.9269
C 1.2103 -1.2552 -5.6414
C 2.0784 -0.1408 -5.0056
H 0.6043 1.9761 -6.0557
H -0.6518 0.2970 -6.8730
H -0.7938 2.6767 -5.2595
H 2.3505 0.5973 -5.7756
H 1.7998 0.1725 -2.8907
H -0.1534 1.9042 -3.1834
H 3.0427 -0.5698 -4.6637
H 1.7671 -2.2056 -5.7292
H -0.2263 -2.4931 -4.5073
H 1.0070 -0.9758 -6.6889
H -2.0876 0.9417 -6.1614
H -2.1145 -0.9506 -4.6341
P 1.6143 1.9289 0.1878
C 1.2295 2.7063 1.7590
H 2.1125 3.3307 1.9860
H 1.0854 2.0329 2.6198
H 0.3650 3.3895 1.7054
C 3.2755 1.3512 0.4164
H 3.8327 2.2140 0.8378
H 3.7726 1.0711 -0.5277
H 3.3741 0.5112 1.1261
C 1.7988 3.3839 -0.8062
H 2.2981 3.1967 -1.7682
H 2.4602 4.0602 -0.2245
H 0.8622 3.9365 -1.0009
P 0.8441 -2.2483 -0.6717
C -0.3550 -3.5138 -1.0589
H 0.2491 -4.3601 -1.4405
H -1.1501 -3.3074 -1.7817
H -0.8728 -3.8843 -0.1431
C 2.4633 -2.4885 -1.3489
H 2.4467 -2.6804 -2.4321
H 2.8791 -3.4107 -0.8886
H 3.1964 -1.6811 -1.1395
C 1.2297 -3.0428 0.8837
H 1.4441 -4.0981 0.6273
H 0.4050 -3.0492 1.6076
H 2.1229 -2.6353 1.3619
O 2.3660 -0.7826 2.5650
C 1.1621 -0.5748 2.8295
O 0.2889 -0.3645 1.9696
C 0.8096 -0.6019 4.3409
C -0.4723 -0.4380 4.8862
C -0.6698 -0.3453 6.2935
C 0.3891 -0.4339 7.1761
C 1.6657 -0.6286 6.6440
C 1.8802 -0.7069 5.2432
N 2.8163 -0.7341 7.5778
O 2.5619 -0.6424 8.8080
O 3.9500 -0.9057 7.0751
N -2.0477 -0.0969 6.8143
O -2.9814 0.0005 5.9780
O -2.1625 0.0079 8.0605
H -1.3765 -0.3675 4.2891
H 0.2288 -0.3546 8.2361
H 2.8988 -0.8380 4.8871



No. 2
84
Properties=species:S:1:pos:R:3 method="wB97M-V/def2-TZVPD" total_charge=+2 e_above_lowest_kcal_mol=34.7 lumo_ev="-9.14 / -9.49" mol_weight_g_mol=654.787 e_homo_ha="-0.4033 / -0.4123"
Ce 0.1462 -0.3292 1.4522
C -1.8849 1.0438 1.7748
C -2.0521 0.1902 0.6264
C -1.8605 -1.1485 2.5386
C -1.7129 0.2224 2.9422
C -2.0730 -1.1702 1.1124
C -2.0775 2.5168 1.7917
H -2.7999 2.8242 1.0200
H -1.1353 3.0548 1.6153
H -2.4632 2.8275 2.7701
C -1.4563 0.7108 4.3250
H -1.9199 1.6945 4.4786
H -0.3821 0.8223 4.5527
H -1.8761 0.0027 5.0506
C -1.6927 -2.3403 3.4123
H -1.9839 -2.1132 4.4445
H -0.6563 -2.7123 3.4282
H -2.3393 -3.1508 3.0532
C -2.1282 -2.4113 0.2924
H -3.0230 -2.9878 0.5724
H -1.2515 -3.0640 0.4522
H -2.1862 -2.1825 -0.7777
C -2.1376 0.6304 -0.8044
H -3.1470 0.4641 -1.2206
H -1.4211 0.0900 -1.4488
H -1.9117 1.7024 -0.8999
C 2.5203 1.7426 -2.4305
C 1.3376 2.3424 -2.6171
C 0.2391 1.9961 -3.5740
C 0.4062 0.6785 -4.3576
C 0.2425 -0.5727 -3.5506
C 1.1836 -1.2806 -2.9159
C 2.5014 -0.8070 -2.3956
C 3.0642 0.4801 -3.0445
H 0.1281 2.8114 -4.3073
H 1.3415 0.6924 -4.9289
H -0.7096 1.9583 -3.0152
H 2.9620 0.4499 -4.1357
H 3.2165 2.1965 -1.7114
H 1.1074 3.1979 -1.9720
H 4.1507 0.5030 -2.8430
H 2.4607 -0.6645 -1.2987
H 0.9413 -2.3072 -2.6028
H 3.2346 -1.6213 -2.5302
H -0.4043 0.6610 -5.1033
H -0.7756 -0.9830 -3.5891
P 4.2433 -3.1859 -4.3121
P 3.8001 -6.0659 -3.9718
C 5.2305 -4.2307 -5.5170
C 5.3089 -5.6679 -5.0093
H 6.2301 -3.7862 -5.6059
H 4.7534 -4.1766 -6.5062
H 5.3713 -6.3888 -5.8356
H 6.1888 -5.8091 -4.3657
C 4.3177 -7.7866 -3.5789
H 3.4857 -8.3180 -3.1019
H 5.1648 -7.7496 -2.8833
H 4.6151 -8.3049 -4.5003
C 2.6988 -6.4938 -5.4004
H 3.2399 -7.0839 -6.1540
H 2.3065 -5.5783 -5.8584
H 1.8533 -7.0802 -5.0175
C 5.6670 -2.2593 -3.5981
H 5.3134 -1.4286 -2.9776
H 6.3099 -1.8780 -4.4013
H 6.2449 -2.9435 -2.9637
C 3.6025 -2.0018 -5.5588
H 3.1241 -2.5691 -6.3691
H 4.4256 -1.3995 -5.9649
H 2.8456 -1.3603 -5.0914
O 1.9964 3.1344 0.4236
C 1.5504 2.7167 1.4835
O 1.3209 1.4348 1.7801
C 1.1601 3.6548 2.5876
C 1.0845 3.2453 3.9264
C 0.4506 4.0633 4.8605
C -0.1141 5.2824 4.4605
C 0.0115 5.7124 3.1361
C 0.6781 4.9111 2.2073
H 1.4868 2.2722 4.2144
H 0.3852 3.7397 5.9025
H -0.6552 5.8935 5.1874
H -0.4152 6.6626 2.8137
H 0.7884 5.2115 1.1664



Number 1: calculated total energy -72592.1245 eV. Number 2: calculated total energy -68509.0445 eV.